Here is C5H8O2 in the gas phase at a distorted geometry from the Open Molecules 2025 dataset. Energies are from ωB97M-V/def2-TZVPD.

Last column: natural (NBO) charge in e.
CARTESIAN COORDINATES (ANGSTROEM)
C 0.7851 -0.3098 -0.2941  0.103
C 1.8897 -0.1586 -1.0093  -0.460
H 1.8989 -0.3497 -2.0787  0.201
O -0.2182 1.7316 -0.4508  -0.510
H -1.1182 -0.3760 -1.5150  0.231
H -2.1561 1.3634 -0.1216  0.512
C -0.6428 -0.7487 -0.6031  -0.471
O -1.3810 1.3263 0.4687  -0.327
H -0.7558 -1.8362 -0.5350  0.223
H -1.8424 -0.5098 1.3540  0.198
H 2.8031 0.2164 -0.5565  0.202
C -1.0563 -0.0810 0.7219  0.092
H 0.7603 0.8086 1.6749  0.246
C 0.4118 -0.0941 1.1696  -0.462
H 0.6219 -0.9825 1.7750  0.221

Values from the calculation:
- relative energy (zero: lowest compared OMol25 entry of this formula, charge and spin) (eV) = 6.733
- molar mass (g/mol) = 100.1
- orbital gap (eV) = 8.71
- F_max (Eh/bohr) = 0.03612

***

Here is a molecular structure, C5H8O2 from the Open Molecules 2025 dataset. Energies are from ωB97M-V/def2-TZVPD.

Last column: natural (NBO) charge in e.
CARTESIAN COORDINATES (ANGSTROEM)
C -1.6420 0.7410 -0.0284  -0.014
H 0.6475 0.5341 1.6369  0.215
H -1.3918 -0.5940 1.6259  0.206
C 1.6235 -0.5300 0.0276  -0.615
H 1.8619 -1.4191 0.6213  0.222
C -0.2442 1.3210 -0.1568  -0.019
H -1.0214 -1.5996 -0.9556  0.473
H 2.5082 0.1176 0.0141  0.214
O -1.1509 -1.7394 -0.0079  -0.690
H 0.0571 2.3716 -0.1488  0.191
H 1.4270 -0.8539 -0.9984  0.214
O -0.5022 0.8079 -1.4867  -0.630
C 0.4243 0.1901 0.6185  -0.265
C -0.9835 -0.4986 0.6102  -0.005
H -1.4528 1.0935 -1.6501  0.503

Values from the calculation:
- relative energy (zero: lowest compared OMol25 entry of this formula, charge and spin) (eV) = 5.133
- molar mass (g/mol) = 100.1
- orbital gap (eV) = 9.30
- F_max (Eh/bohr) = 0.00972

***

Here is a molecular structure, C5H8O2 from the Open Molecules 2025 dataset. Energies are from ωB97M-V/def2-TZVPD.

Last column: natural (NBO) charge in e.
CARTESIAN COORDINATES (ANGSTROEM)
H 1.2285 -0.7630 1.9601  0.220
H -1.2667 -1.8116 -0.5707  0.202
C 0.7577 -0.6911 -0.8023  0.072
H -1.6231 1.4161 0.4288  0.182
O 1.3082 -0.0536 -1.9055  -0.696
H 1.3654 -1.5299 -0.4649  0.192
C 0.0443 0.0152 0.3279  -0.121
C 0.4342 -0.0334 1.7776  -0.611
H -0.3277 1.9961 -0.6775  0.181
C -0.7073 -0.8830 -0.6530  0.056
H -0.4091 -0.2640 2.4372  0.213
H 0.5578 0.3117 -2.3995  0.479
H 0.8234 0.9500 2.0693  0.220
O -1.3626 0.2286 -1.2693  -0.532
C -0.8233 1.1122 -0.2582  -0.057

Values from the calculation:
- relative energy (zero: lowest compared OMol25 entry of this formula, charge and spin) (eV) = 2.568
- molar mass (g/mol) = 100.1
- orbital gap (eV) = 10.19
- F_max (Eh/bohr) = 0.00707

***

Here is a molecular structure, C5H8O2 from the Open Molecules 2025 dataset. Energies are from ωB97M-V/def2-TZVPD.

Last column: natural (NBO) charge in e.
CARTESIAN COORDINATES (ANGSTROEM)
H 0.4263 0.5076 -2.5907  0.249
H -0.9227 1.1407 1.6652  0.476
H 1.0262 0.8051 0.6412  0.189
C -0.7161 -0.2327 -0.8636  0.089
C 0.5267 -0.0159 1.2663  -0.049
H -1.2253 -1.2543 0.9984  0.234
H 1.3665 -0.4981 1.7675  0.197
O -0.2664 0.6627 2.2001  -0.705
H -1.5713 -0.6326 -1.4204  0.199
H 1.4560 -0.4460 -1.4645  0.223
H 0.1798 -1.9113 0.1531  0.223
C -0.3361 -0.9787 0.4184  -0.473
C 0.4011 1.4832 -0.7349  0.240
C 0.5722 0.1951 -1.5553  -0.576
O -0.9021 1.1698 -0.4990  -0.516

Values from the calculation:
- relative energy (zero: lowest compared OMol25 entry of this formula, charge and spin) (eV) = 4.325
- molar mass (g/mol) = 100.1
- orbital gap (eV) = 9.67
- F_max (Eh/bohr) = 0.01696

***

Here is 2 unconnected molecules or ions with the total composition C5H8O2 at a distorted geometry from the Open Molecules 2025 dataset. Energies are from ωB97M-V/def2-TZVPD.

Last column: natural (NBO) charge in e.
CARTESIAN COORDINATES (ANGSTROEM)
H 0.0550 -1.3346 1.3434  0.189
H 1.5613 2.3965 0.8478  0.216
C -0.2011 -0.2918 -0.6637  -0.264
H 1.2841 0.4487 1.4045  0.207
O -3.1187 0.0182 -0.6447  -0.491
H -2.1503 -0.2993 1.0921  0.106
H -0.3590 -0.5958 -1.7928  0.225
C 1.3044 1.3105 0.6826  -0.142
C -2.1730 -0.2407 0.0080  0.464
H 0.0521 1.9012 -1.1786  0.215
H -0.2460 -2.3164 -0.1978  0.223
O 1.9055 1.0351 -0.6161  -0.517
H 1.3457 -1.6656 0.0195  0.228
C 0.4336 1.1051 -0.4656  -0.008
C 0.3064 -1.4711 0.1613  -0.651

Values from the calculation:
- relative energy (zero: lowest compared OMol25 entry of this formula, charge and spin) (eV) = 4.407
- molar mass (g/mol) = 100.1
- orbital gap (eV) = 9.51
- F_max (Eh/bohr) = 0.07661

***

Here is a molecular structure, C5H8O2 from the Open Molecules 2025 dataset. Energies are from ωB97M-V/def2-TZVPD.

Last column: natural (NBO) charge in e.
CARTESIAN COORDINATES (ANGSTROEM)
H 1.0256 -0.4541 1.2352  0.180
H 1.2032 1.5981 0.7132  0.237
O -0.8169 -0.9091 1.9741  -0.691
H -0.7422 -2.5339 -0.1686  0.188
C 0.5530 1.5921 -0.1614  -0.560
C 0.1295 -1.9068 -0.0015  -0.516
H -1.7742 1.1153 0.2798  0.203
H -1.6230 -1.3359 1.6523  0.472
C 0.7424 0.7226 -1.3891  -0.053
C 0.1535 -1.0626 1.0246  0.129
O -0.6367 0.5597 -1.4232  -0.372
H 1.2242 0.9663 -2.3303  0.173
H 0.9855 -2.0162 -0.6525  0.228
C -0.8199 1.0510 -0.2172  0.115
H 0.3960 2.6134 -0.5355  0.267

Values from the calculation:
- relative energy (zero: lowest compared OMol25 entry of this formula, charge and spin) (eV) = 5.906
- molar mass (g/mol) = 100.1
- orbital gap (alpha / beta) (eV) = 8.48 / 7.93
- F_max (Eh/bohr) = 0.01689

***

Here is 2 unconnected molecules or ions with the total composition C5H8O2 at a distorted geometry from the Open Molecules 2025 dataset. Energies are from ωB97M-V/def2-TZVPD.

Last column: natural (NBO) charge in e.
CARTESIAN COORDINATES (ANGSTROEM)
C -0.6567 -0.6363 -0.6587  -0.476
O -1.6284 1.2245 0.6572  -0.630
H 1.9547 -0.5787 -2.0200  0.202
H -0.8108 -1.7118 -0.7936  0.217
H 0.7441 -0.7558 1.8515  0.218
O 0.0200 1.7258 -0.5624  -0.288
H 0.6750 1.0074 1.5175  0.254
C 0.4072 0.0158 1.1521  -0.467
C 1.9199 -0.2572 -0.9826  -0.323
H 2.8644 -0.0399 -0.4916  0.203
H -1.0794 -0.0874 -1.5029  0.238
C 0.7626 -0.2394 -0.3005  0.096
C -1.0733 -0.0960 0.7329  0.104
H -2.3894 1.1783 0.0581  0.477
H -1.7099 -0.7493 1.3430  0.175

Values from the calculation:
- relative energy (zero: lowest compared OMol25 entry of this formula, charge and spin) (eV) = 7.264
- molar mass (g/mol) = 100.1
- orbital gap (alpha / beta) (eV) = 8.97 / 8.43
- F_max (Eh/bohr) = 0.02820

***

Here is a molecular structure, C5H8O2 at a distorted geometry from the Open Molecules 2025 dataset. Energies are from ωB97M-V/def2-TZVPD.

Last column: natural (NBO) charge in e.
CARTESIAN COORDINATES (ANGSTROEM)
O 0.6486 -1.1937 0.4477  -0.510
H 1.5858 0.4903 1.2607  0.196
H 1.8372 1.2771 -1.4355  0.203
H -1.8538 0.5041 -0.9746  0.221
C 1.5935 -0.0891 0.3292  -0.096
C -0.5296 -0.9856 -0.1904  0.181
C 1.0888 0.7243 -0.8560  -0.104
H -0.8278 -1.8401 -0.7984  0.210
H -1.2075 -0.3802 1.9145  0.214
H -2.7707 0.3031 1.2394  0.218
O -0.0223 1.4640 -0.4346  -0.544
C -1.0930 0.3608 -0.2046  -0.059
H 0.7027 -0.0666 -1.5342  0.166
H 2.5805 -0.5463 0.1945  0.192
C -1.7325 -0.0221 1.0422  -0.488

Values from the calculation:
- relative energy (zero: lowest compared OMol25 entry of this formula, charge and spin) (eV) = 4.377
- molar mass (g/mol) = 100.1
- orbital gap (eV) = 9.20
- F_max (Eh/bohr) = 0.03218

***

Here is 2 unconnected molecules or ions with the total composition C5H8O2 from the Open Molecules 2025 dataset. Energies are from ωB97M-V/def2-TZVPD.

Last column: natural (NBO) charge in e.
CARTESIAN COORDINATES (ANGSTROEM)
C -1.6472 -0.4441 -0.3513  0.014
C -0.3291 -0.9604 -0.6906  -0.013
O -1.2766 -0.6624 -1.7224  -0.477
H -1.3404 1.8477 0.3038  0.219
H -2.5356 -0.9601 0.0008  0.211
H 1.6341 2.0047 -0.1038  0.227
H 1.5928 1.1009 -1.6398  0.236
H 0.0771 -1.9677 -0.6483  0.213
H -0.0884 -0.1520 1.8174  0.479
H 2.4045 0.3922 -0.2244  0.236
C 0.2424 0.3952 -0.2654  0.103
O 0.5633 -0.8119 2.0903  -0.939
C 1.5579 1.0079 -0.5477  -0.667
C -0.9718 0.8542 0.0810  -0.304
H 0.1170 -1.6442 1.9003  0.462

Values from the calculation:
- relative energy (zero: lowest compared OMol25 entry of this formula, charge and spin) (eV) = 3.783
- molar mass (g/mol) = 100.1
- orbital gap (eV) = 10.17
- F_max (Eh/bohr) = 0.01014

***

Here is C5H8O2 in the gas phase from the Open Molecules 2025 dataset. Energies are from ωB97M-V/def2-TZVPD.

Last column: natural (NBO) charge in e.
CARTESIAN COORDINATES (ANGSTROEM)
C 0.0813 -1.2743 0.3101  0.610
H 0.5395 -0.4124 -1.6289  0.212
C 0.4500 1.1391 -0.1273  0.309
H 1.9098 1.2948 1.3689  0.214
C -1.4108 -1.3985 0.1029  -0.733
C 1.0813 1.7716 0.8576  -0.482
H -1.6057 -1.8820 -0.8628  0.230
O 0.6833 -1.9131 1.1429  -0.530
O -0.6625 1.7000 -0.7017  -0.683
H 1.8821 -0.4312 -0.4646  0.252
H -1.8469 -2.0029 0.8998  0.240
H 0.7603 2.7556 1.1811  0.216
H -0.7935 1.3219 -1.5800  0.474
C 0.8094 -0.2607 -0.5735  -0.570
H -1.8777 -0.4079 0.0755  0.241

Values from the calculation:
- relative energy (zero: lowest compared OMol25 entry of this formula, charge and spin) (eV) = 0.902
- molar mass (g/mol) = 100.1
- orbital gap (eV) = 9.65
- F_max (Eh/bohr) = 0.00890

***

Here is a molecular structure, C5H8O2 at a distorted geometry from the Open Molecules 2025 dataset. Energies are from ωB97M-V/def2-TZVPD.

Last column: natural (NBO) charge in e.
CARTESIAN COORDINATES (ANGSTROEM)
O 0.2215 1.5575 -0.8025  -0.514
H 0.7665 -0.1340 1.6690  0.210
C -0.9865 1.2456 -0.0896  -0.082
C 1.4392 -0.0130 0.7877  -0.645
H 2.0692 0.8393 0.9989  0.231
H -1.9164 1.5277 -0.5789  0.175
C 0.7261 0.2521 -0.5354  0.193
H -1.1454 -1.9092 0.7451  0.484
C -0.7144 -0.2279 -0.0640  0.209
C -0.1112 -0.7336 -1.2931  -0.457
H -0.6095 -0.4306 -2.2083  0.237
H 1.9917 -0.9471 0.7260  0.219
H -0.9044 1.7005 0.9063  0.188
H 0.2834 -1.7447 -1.2793  0.231
O -1.1098 -0.9827 1.0180  -0.680

Values from the calculation:
- relative energy (zero: lowest compared OMol25 entry of this formula, charge and spin) (eV) = 3.829
- molar mass (g/mol) = 100.1
- orbital gap (eV) = 8.75
- F_max (Eh/bohr) = 0.04101

***

Here is 2 unconnected molecules or ions with the total composition C5H8O2 from the Open Molecules 2025 dataset. Energies are from ωB97M-V/def2-TZVPD.

Last column: natural (NBO) charge in e.
CARTESIAN COORDINATES (ANGSTROEM)
O 0.5812 -2.0634 -0.8395  -0.637
H -0.7459 0.3110 -2.5775  0.033
H 0.0987 0.2170 2.5861  0.196
C -0.2369 0.4528 0.4659  -0.030
H -1.2831 0.8007 -2.7544  -0.071
H -1.0258 1.9672 -0.7563  0.223
C -1.1658 1.3089 0.0966  -0.348
C 1.1287 0.0559 -0.0627  -0.107
O 1.4378 -0.6137 1.1864  -0.544
C 0.0910 -0.3819 1.6740  -0.103
H 1.8543 0.8367 -0.3317  0.226
H -2.0474 1.4721 0.7076  0.208
H -0.4495 -1.3194 1.8411  0.193
C 0.5997 -0.8028 -1.1717  0.288
H 1.1631 -2.2411 -0.0639  0.473

Values from the calculation:
- relative energy (zero: lowest compared OMol25 entry of this formula, charge and spin) (eV) = 5.738
- molar mass (g/mol) = 100.1
- orbital gap (eV) = 9.22
- F_max (Eh/bohr) = 0.01566

***

So what do the calculations give for E? Going down the list: -345.55752, -345.61631, -345.71060, -345.64601, -345.64301, -345.58792, -345.53800, -345.64410, -345.66594, -345.77180, -345.66426, -345.59408 Ha.